1.
{"formula": "C5H2NO2S", "method": "wB97M-V/def2-TZVPD", "homo_lumo_gap_ev": [6.646, 6.645], "lumo_ev": [2.878, 2.878], "homo_ha": [-0.1384, -0.1384], "total_charge": -1, "elements": ["C", "C", "C", "C", "C", "N", "O", "O", "S", "H", "H"], "coordinates": [[-4.196615, -1.223569, 0.805939], [-4.666172, -2.348504, 1.107440], [-0.070905, 0.653655, 0.894682], [-1.798605, -0.150624, -0.722485], [-3.988434, -0.015095, 0.363218], [-0.208594, 0.248156, -0.385705], [-0.935974, 0.559525, 1.726232], [-1.897120, -0.392274, -1.911435], [-4.524623, 1.384761, -0.090050], [1.005461, 1.075498, 1.335578], [0.408110, 0.374997, -1.149528]], "forces_ev_per_a": [[0.0, -0.9, 0.4], [0.1, -0.1, 0.1], [2.6, 0.5, 0.7], [0.6, -0.3, -2.5], [0.5, 0.9, -1.0], [-2.6, -0.3, 1.6], [-0.5, 0.1, 0.7], [0.1, 0.4, 1.9], [0.2, 0.1, 0.2], [-1.8, -0.8, -1.6], [0.8, 0.3, -0.4]], "nbo_charge": [-0.58, 0.05, 0.54, 0.47, 0.05, -0.77, -0.63, -0.67, 0.10, 0.05, 0.38]}



2.
{"formula": "C20H50F2LiNO14S2", "method": "wB97M-V/def2-TZVPD", "homo_lumo_gap_ev": 8.144, "lumo_ev": -0.368, "homo_ha": -0.3128, "total_charge": 0, "elements": ["Li", "N", "S", "O", "O", "F", "S", "O", "O", "F", "C", "O", "C", "C", "O", "C", "H", "H", "H", "H", "H", "H", "H", "H", "H", "H", "C", "O", "C", "C", "O", "C", "H", "H", "H", "H", "H", "H", "H", "H", "H", "H", "C", "O", "C", "C", "O", "C", "H", "H", "H", "H", "H", "H", "H", "H", "H", "H", "C", "O", "C", "C", "O", "C", "H", "H", "H", "H", "H", "H", "H", "H", "H", "H", "C", "O", "C", "C", "O", "C", "H", "H", "H", "H", "H", "H", "H", "H", "H", "H"], "coordinates": [[-0.789244, 0.032030, -1.133860], [-1.756494, -4.910710, 4.241750], [-2.184874, -6.107210, 3.434790], [-1.331374, -6.590070, 2.358110], [-3.597274, -6.366130, 3.308120], [-1.707464, -7.046240, 4.631980], [-1.879094, -4.007750, 2.786620], [-3.102554, -4.037310, 1.965250], [-0.673584, -3.823150, 2.031000], [-1.870574, -2.621850, 3.622510], [4.048976, -1.565290, -0.890790], [4.336476, -2.895120, -0.499550], [5.680976, -3.050700, -0.016070], [6.080626, -4.512580, -0.077000], [7.057636, -4.758970, 0.959710], [7.816086, -5.965970, 0.998730], [3.987186, -0.929440, -0.007630], [3.012046, -1.572430, -1.226690], [4.698496, -1.104790, -1.635200], [5.882416, -2.637430, 0.972230], [6.424726, -2.528050, -0.617550], [6.561046, -4.636720, -1.047500], [5.287796, -5.260600, -0.074890], [7.242356, -6.849110, 1.279770], [8.488836, -5.790410, 1.838190], [8.428766, -6.126410, 0.111610], [-2.857904, 0.434960, -3.759780], [-2.460424, 0.216440, -2.384560], [-3.626974, -0.358210, -1.615360], [-3.625844, 0.011110, -0.128170], [-2.360094, -0.191310, 0.477920], [-2.427594, 0.065850, 1.891510], [-1.974694, 0.619880, -4.371200], [-3.543884, 1.278010, -3.842140], [-3.346164, -0.471850, -4.116700], [-3.830824, -1.427530, -1.671120], [-4.546894, 0.125720, -1.943480], [-4.495034, -0.509820, 0.273380], [-3.698694, 1.095650, -0.047150], [-2.342194, 1.149300, 1.974780], [-1.763584, -0.505010, 2.540610], [-3.388344, -0.247820, 2.299770], [-0.984024, 4.905420, 2.198380], [-2.431544, 4.768680, 2.337900], [-3.142604, 5.955610, 2.704870], [-3.062654, 7.223630, 1.783750], [-1.819184, 7.875550, 1.838740], [-1.370084, 8.728550, 0.775070], [-0.778754, 5.501090, 1.308920], [-0.618524, 3.943900, 1.837850], [-0.541574, 5.287210, 3.118480], [-2.865064, 6.305250, 3.699270], [-4.174474, 5.618830, 2.804540], [-3.766884, 7.992670, 2.101130], [-3.155284, 6.865360, 0.758480], [-1.096984, 8.201110, -0.138890], [-0.455024, 9.216400, 1.110890], [-2.240354, 9.358250, 0.590120], [1.327666, 1.068550, -3.461460], [0.371296, 0.113370, -2.940620], [0.649936, -1.303190, -3.238300], [-0.572074, -2.190560, -2.880990], [-0.890214, -1.916150, -1.543950], [-1.503764, -3.040310, -0.971240], [1.147576, 2.120550, -3.240200], [1.309936, 1.099230, -4.550890], [2.351716, 0.866590, -3.147410], [1.510746, -1.740060, -2.732090], [0.900776, -1.386030, -4.295810], [-0.241004, -3.220890, -3.011000], [-1.319954, -2.202190, -3.673860], [-2.003244, -2.765870, -0.042090], [-0.952324, -3.947200, -0.723140], [-2.386244, -3.267290, -1.569410], [0.892496, -1.473020, 0.826030], [0.785466, -0.318380, 0.087590], [1.281556, 0.923840, 0.692780], [0.791236, 2.125980, -0.183710], [-0.557284, 1.917420, -0.551920], [-0.984464, 3.120230, -1.173170], [0.107816, -1.442950, 1.582000], [1.852556, -1.487860, 1.341930], [0.732566, -2.269950, 0.099790], [2.370066, 0.870650, 0.713000], [0.703696, 1.052340, 1.608020], [1.444156, 2.141180, -1.056390], [0.976866, 3.044290, 0.373390], [-1.959424, 2.891510, -1.603580], [-0.365714, 3.354310, -2.039460], [-1.122204, 3.891400, -0.415270]], "forces_ev_per_a": [[-0.1, -0.2, 0.1], [0.1, 4.9, -3.3], [-1.2, -9.3, 0.7], [-0.8, 1.2, 0.4], [0.9, 0.3, 0.0], [-0.3, -1.3, 0.3], [0.4, 4.5, -0.2], [1.8, 0.2, 2.0], [0.0, -0.6, 0.3], [-0.7, 0.1, -0.4], [-1.1, -0.2, 0.9], [1.3, 0.3, -0.2], [-0.1, -0.2, 0.0], [1.3, -1.0, 0.0], [-0.6, 0.4, -0.3], [-0.1, 0.8, 0.5], [0.5, 0.3, 0.2], [0.1, -0.1, -0.4], [0.3, -0.3, -0.1], [-0.7, -0.1, 0.5], [-0.3, 0.3, -0.6], [0.2, -0.3, -0.2], [-0.5, 0.3, 0.5], [-0.4, 0.0, -0.4], [0.2, -0.1, -0.1], [-0.2, -0.1, -0.3], [0.3, -0.5, 0.7], [-2.2, -0.8, 0.7], [0.5, 1.3, 0.3], [1.5, 1.3, -1.2], [0.0, -2.0, 0.5], [-0.7, 0.4, -0.2], [0.1, 0.0, 0.3], [-0.1, 0.1, 0.1], [-0.1, 0.0, -0.2], [0.9, -0.2, -0.7], [0.0, 0.1, -0.5], [0.2, -0.1, 0.6], [-1.0, 0.3, -0.1], [0.2, 0.1, 0.6], [0.7, 0.1, -0.8], [-0.3, 0.1, -0.3], [-1.6, -0.1, -0.9], [0.8, 0.7, -0.3], [0.4, 0.8, 0.1], [0.7, -0.9, -0.6], [2.2, -0.4, 0.9], [-1.3, -0.9, 0.7], [0.2, 0.8, 0.4], [0.0, -0.4, 0.9], [0.2, -0.1, -0.2], [0.4, -0.1, 0.3], [-0.1, 0.2, -0.3], [-0.9, -0.5, -0.2], [-0.8, 0.1, -0.3], [-0.2, -0.4, -0.1], [-0.4, 0.3, 0.2], [0.5, 0.8, -0.5], [0.1, -0.7, -0.6], [0.6, -0.2, 0.0], [-0.6, 0.4, -0.5], [2.2, 0.4, -1.0], [0.2, -0.6, -0.7], [-2.6, -0.2, 1.2], [-0.7, -0.3, 0.8], [0.0, -0.6, -0.3], [0.0, -0.3, 0.2], [0.1, 0.7, 0.6], [-0.3, 0.0, -0.3], [0.5, -0.3, 0.5], [-1.0, 1.0, 0.5], [0.6, 0.4, 0.2], [0.7, 0.3, -0.5], [0.1, -0.6, -0.5], [-0.2, -0.3, 1.1], [0.5, 3.5, -1.7], [-2.2, -0.5, -1.2], [1.6, -2.1, 0.5], [0.9, 0.9, 0.2], [-1.5, -0.8, -0.5], [0.0, -0.6, 0.1], [0.2, -0.5, -0.1], [0.3, -0.2, 0.6], [-0.1, 0.2, 0.6], [0.8, -0.2, 0.7], [-0.2, 0.2, -0.4], [-0.3, 0.1, 0.1], [-0.2, 0.1, 0.1], [0.4, 0.4, 0.3], [0.4, 0.3, -0.3]], "lowdin_charge": [0.62, -0.21, 0.36, -0.29, -0.29, -0.22, 0.57, -0.30, -0.30, -0.23, -0.11, -0.16, -0.19, -0.18, -0.20, -0.10, 0.08, 0.06, 0.09, 0.13, 0.12, 0.11, 0.13, 0.08, 0.08, 0.08, -0.07, -0.26, -0.12, -0.19, -0.23, -0.05, 0.09, 0.09, 0.09, 0.12, 0.12, 0.14, 0.13, 0.09, 0.08, 0.10, -0.07, -0.20, -0.18, -0.20, -0.24, -0.08, 0.07, 0.06, 0.10, 0.12, 0.12, 0.13, 0.12, 0.08, 0.09, 0.09, -0.07, -0.24, -0.12, -0.19, -0.25, -0.09, 0.07, 0.09, 0.09, 0.11, 0.13, 0.13, 0.13, 0.07, 0.12, 0.10, -0.10, -0.28, -0.09, -0.20, -0.24, -0.06, 0.08, 0.10, 0.10, 0.13, 0.13, 0.10, 0.12, 0.09, 0.09, 0.08]}



3.
{"formula": "C10H17N4", "method": "wB97M-V/def2-TZVPD", "homo_lumo_gap_ev": 10.063, "lumo_ev": -2.748, "homo_ha": -0.4708, "total_charge": 1, "elements": ["H", "N", "C", "C", "C", "C", "N", "C", "N", "N", "C", "C", "C", "C", "C", "H", "H", "H", "H", "H", "H", "H", "H", "H", "H", "H", "H", "H", "H", "H", "H"], "coordinates": [[-0.566352, 0.639503, 3.271224], [-0.335004, 1.411162, 2.738534], [-0.059528, 1.028151, 1.592175], [-0.067598, 1.800917, 0.307758], [-0.368811, 3.071447, -0.309879], [-0.127601, 2.907470, -1.621080], [0.374639, 1.596343, -1.813258], [0.394356, 0.969729, -0.618890], [0.718212, -0.347859, -0.237825], [2.197873, -0.590738, 0.028357], [0.361129, -1.462493, -1.130704], [0.856809, -1.391246, -2.605739], [0.107011, -0.410126, 1.107444], [-1.292640, -1.228760, 1.222248], [-1.948376, -1.000676, 2.549864], [-0.657862, 4.041703, 0.207752], [-0.389287, 3.582519, -2.468286], [0.752461, 1.097083, -2.610646], [2.674154, -1.090273, -0.791824], [2.647712, 0.292087, 0.184968], [0.838907, -2.362299, -0.492360], [-0.663020, -1.680921, -1.213028], [1.937079, -0.912641, -2.746500], [0.949682, -2.320884, -3.253632], [0.175144, -0.618695, -3.119078], [0.930698, -0.868539, 1.780284], [-1.948767, -0.930601, 0.400170], [-1.008016, -2.326515, 0.972003], [-1.174881, -1.064419, 3.363203], [-2.799713, -1.711904, 2.604791], [-2.508409, -0.118526, 2.701952]], "forces_ev_per_a": [[0.2, -1.7, 2.1], [-0.2, 2.3, -0.6], [-0.7, 0.6, -2.5], [0.3, 1.0, 2.6], [-0.3, 0.9, 2.3], [0.2, -0.6, -1.8], [0.2, -0.3, -1.2], [-0.5, 1.5, -1.8], [2.2, -0.5, -0.6], [0.3, -1.2, -1.5], [2.4, -3.9, 0.0], [1.7, 2.4, -1.2], [-0.5, -1.8, 3.6], [2.3, -0.4, -1.8], [0.0, -1.9, 0.8], [0.2, -1.7, -0.9], [0.7, -0.8, 0.8], [-0.4, 1.1, -0.3], [-1.2, 1.2, 1.3], [0.1, 0.7, 0.0], [-1.1, 1.7, -1.8], [-1.4, 0.3, 0.5], [-2.0, -1.0, 0.6], [-0.7, 0.9, 1.4], [0.8, -1.6, 0.4], [-1.7, 0.3, -1.1], [0.0, 0.2, 0.1], [-0.7, 1.7, 1.0], [-1.2, -0.6, -0.4], [1.0, -0.3, 0.6], [0.0, 1.6, -0.4]], "nbo_charge": [0.34, -0.55, 0.28, -0.13, -0.24, -0.02, -0.52, 0.23, -0.10, -0.64, -0.23, -0.66, -0.10, -0.39, -0.64, 0.27, 0.25, 0.43, 0.40, 0.39, 0.24, 0.25, 0.21, 0.29, 0.22, 0.27, 0.22, 0.22, 0.21, 0.25, 0.24]}



4.
{"formula": "C3H10NO", "method": "wB97M-V/def2-TZVPD", "homo_lumo_gap_ev": 11.201, "lumo_ev": -3.810, "homo_ha": -0.5516, "total_charge": 1, "elements": ["C", "C", "N", "C", "O", "H", "H", "H", "H", "H", "H", "H", "H", "H", "H"], "coordinates": [[-1.244629, -1.337965, 0.130348], [-0.335207, -0.076364, 0.280572], [-1.159482, 1.200615, 0.101191], [0.898553, -0.316819, -0.461342], [1.992980, 0.522593, -0.052261], [-0.927575, -1.946859, 1.003557], [-2.233823, -1.042833, 0.404820], [-1.027416, -1.806038, -0.866706], [-0.034811, -0.053535, 1.258405], [-1.788782, 1.150666, -0.670432], [-0.547278, 1.982873, -0.267573], [-1.695607, 1.213243, 0.990361], [1.113777, -1.300630, -0.158376], [0.646726, -0.307594, -1.562540], [2.755012, -0.087456, -0.119235]], "forces_ev_per_a": [[1.9, 0.6, 0.6], [-1.9, -1.2, -0.8], [1.8, -0.1, -0.7], [0.6, 1.7, -1.9], [-0.5, -1.1, -0.7], [-0.1, -0.3, -1.0], [-1.1, -0.2, -0.6], [-0.9, 0.2, 1.1], [0.5, 0.6, 2.7], [-1.1, -0.7, -0.7], [-0.6, -0.3, 1.9], [0.5, 1.4, -0.8], [0.4, -1.5, 0.0], [0.8, 0.1, 0.7], [-0.2, 1.0, 0.1]], "nbo_charge": [-0.63, -0.07, -0.69, -0.09, -0.70, 0.25, 0.22, 0.25, 0.22, 0.43, 0.47, 0.47, 0.21, 0.18, 0.49]}



5.
{"formula": "C4H6O2S", "method": "wB97M-V/def2-TZVPD", "homo_lumo_gap_ev": [7.365, 7.579], "lumo_ev": [-0.052, -0.119], "homo_ha": [-0.2726, -0.2829], "total_charge": 0, "elements": ["C", "C", "C", "C", "O", "O", "S", "H", "H", "H", "H", "H", "H"], "coordinates": [[-1.105080, 1.100378, 1.400145], [-0.307565, 0.709226, 0.390078], [-0.770224, 0.515019, -0.908099], [1.194154, 0.601776, 0.517984], [-0.945964, -0.203054, -1.826758], [0.217101, -2.514565, -0.480114], [-0.539563, -2.357481, -1.734801], [-0.703321, 1.272801, 2.381218], [-2.168154, 1.185078, 1.276722], [1.466184, 0.713625, 1.563555], [1.686473, 1.377414, -0.062886], [1.529772, -0.371619, 0.166355], [0.446187, -2.028598, -2.683400]], "forces_ev_per_a": [[-0.2, -0.2, -0.1], [0.4, -0.1, 0.7], [-0.3, 0.3, -0.7], [0.0, -0.1, 0.0], [-0.4, 1.8, -0.2], [0.5, 0.1, 1.1], [0.5, -1.9, -1.4], [0.2, 0.0, 0.2], [-0.3, 0.1, -0.1], [0.0, 0.1, 0.0], [0.1, 0.1, 0.0], [0.0, -0.1, 0.0], [-0.7, -0.1, 0.4]], "nbo_charge": [-0.36, -0.20, 0.61, -0.62, -0.48, -0.90, 0.84, 0.20, 0.20, 0.23, 0.22, 0.25, 0.01]}



6.
{"formula": "C4H8O2", "method": "wB97M-V/def2-TZVPD", "homo_lumo_gap_ev": 10.335, "lumo_ev": 0.779, "homo_ha": -0.3512, "total_charge": 0, "elements": ["C", "C", "O", "C", "C", "O", "H", "H", "H", "H", "H", "H", "H", "H"], "coordinates": [[0.664745, 1.641167, -0.156157], [0.526437, 0.133561, -0.142409], [1.093166, -0.447420, 1.024110], [-0.890850, -0.320867, -0.109209], [-1.075824, -1.833881, -0.024218], [-2.202258, -2.202254, -0.244864], [1.720788, 1.922679, -0.182285], [0.171590, 2.071213, -1.035066], [0.208339, 2.067435, 0.745002], [0.978263, -0.305789, -1.046748], [2.034661, -0.250232, 1.025330], [-1.477256, 0.024307, -0.979335], [-1.397772, 0.123159, 0.770321], [-0.354027, -2.623079, 0.355527]], "forces_ev_per_a": [[0.0, 0.1, 0.0], [0.1, -0.1, -0.3], [0.5, 0.1, 0.1], [-0.4, 0.0, 0.0], [-1.1, 0.0, 0.6], [-0.2, -0.8, -0.3], [-0.1, 0.1, 0.0], [0.1, -0.1, 0.1], [0.1, -0.1, -0.1], [0.2, 0.2, 0.1], [0.1, 0.0, 0.1], [0.4, -0.2, 0.3], [0.2, -0.4, -0.2], [0.1, 1.2, -0.5]], "nbo_charge": [-0.63, 0.09, -0.72, -0.52, 0.42, -0.53, 0.21, 0.22, 0.22, 0.15, 0.47, 0.24, 0.24, 0.14]}



Please write out number 5 again, unchanged.
{"formula": "C4H6O2S", "method": "wB97M-V/def2-TZVPD", "homo_lumo_gap_ev": [7.365, 7.579], "lumo_ev": [-0.052, -0.119], "homo_ha": [-0.2726, -0.2829], "total_charge": 0, "elements": ["C", "C", "C", "C", "O", "O", "S", "H", "H", "H", "H", "H", "H"], "coordinates": [[-1.105080, 1.100378, 1.400145], [-0.307565, 0.709226, 0.390078], [-0.770224, 0.515019, -0.908099], [1.194154, 0.601776, 0.517984], [-0.945964, -0.203054, -1.826758], [0.217101, -2.514565, -0.480114], [-0.539563, -2.357481, -1.734801], [-0.703321, 1.272801, 2.381218], [-2.168154, 1.185078, 1.276722], [1.466184, 0.713625, 1.563555], [1.686473, 1.377414, -0.062886], [1.529772, -0.371619, 0.166355], [0.446187, -2.028598, -2.683400]], "forces_ev_per_a": [[-0.2, -0.2, -0.1], [0.4, -0.1, 0.7], [-0.3, 0.3, -0.7], [0.0, -0.1, 0.0], [-0.4, 1.8, -0.2], [0.5, 0.1, 1.1], [0.5, -1.9, -1.4], [0.2, 0.0, 0.2], [-0.3, 0.1, -0.1], [0.0, 0.1, 0.0], [0.1, 0.1, 0.0], [0.0, -0.1, 0.0], [-0.7, -0.1, 0.4]], "nbo_charge": [-0.36, -0.20, 0.61, -0.62, -0.48, -0.90, 0.84, 0.20, 0.20, 0.23, 0.22, 0.25, 0.01]}



Which formula does entry 3 have? C10H17N4